1.
The following is a DFT calculation (wB97M-V/def2-TZVPD) of an isolated molecule of C4H7NO.

XYZ file:
```
13
Properties=species:S:1:pos:R:3:forces:R:3:nbo_charge:R:1
C -0.526016 0.598734 0.820548 -0.24 -0.09 0.41 -0.505
C 0.044948 1.280816 -0.362945 -0.10 0.90 -0.29 -0.072
O 0.007300 0.625888 -1.537172 0.29 -0.03 0.10 -0.346
C 0.353667 -0.621910 -1.483767 -0.55 -0.78 -0.62 0.268
N 0.815427 -1.105718 -0.291712 0.83 0.63 0.39 -0.643
C -0.100572 -0.860047 0.852039 -0.16 -0.25 0.13 -0.220
H -0.211190 1.154225 1.699042 -0.01 -0.01 0.21 0.226
H -1.613770 0.679857 0.781611 -0.32 -0.09 0.01 0.206
H -0.303026 2.279354 -0.533810 0.09 0.54 0.01 0.172
H 1.488572 -0.309888 -0.043568 0.26 -0.51 -0.19 0.337
H 0.531631 -1.084859 -2.435430 -0.01 -0.18 -0.12 0.176
H 0.457189 -1.094648 1.760259 -0.06 -0.11 -0.07 0.202
H -0.944160 -1.541803 0.774905 -0.01 -0.02 0.03 0.200
```
Positions in Å, forces in eV/Å.

energy: -7795.354 eV
HOMO-LUMO gap (alpha / beta): 0.2936 / 0.3071 Eh
LUMO level (alpha / beta): 0.8 / 0.9 eV
energy above the lowest of the compared OMol25 structures with the same formula, charge and spin: 98.9 kcal per mole


2.
The following is a DFT calculation (wB97M-V/def2-TZVPD) of an isolated molecule of C4H7NO.

XYZ file:
```
13
Properties=species:S:1:pos:R:3:forces:R:3:nbo_charge:R:1
C 1.522676 0.507890 0.164025 0.04 0.02 0.03 -0.624
C 0.295487 -0.008595 -0.559437 0.15 -0.13 0.01 0.064
C -0.469479 -1.126874 0.189362 0.21 -0.16 0.01 -0.279
N -1.801913 -0.579544 0.457147 0.04 0.41 -0.08 -0.470
C -1.775295 0.603655 0.010765 -0.22 -0.15 0.17 0.378
O -0.676482 1.065693 -0.623941 -0.08 0.03 0.02 -0.496
H 1.983002 1.334747 -0.384680 -0.05 -0.12 0.07 0.221
H 1.231359 0.868993 1.156101 0.06 -0.06 -0.10 0.214
H 2.264635 -0.287787 0.289765 -0.11 0.08 -0.06 0.215
H 0.534141 -0.287798 -1.591763 -0.05 0.04 0.16 0.185
H -0.534787 -2.059980 -0.379406 -0.03 0.17 0.05 0.206
H 0.003028 -1.357628 1.151421 0.02 -0.03 -0.14 0.198
H -2.576378 1.327226 0.120639 0.03 -0.10 -0.15 0.187
```
Positions in Å, forces in eV/Å.

energy: -7798.679 eV
HOMO-LUMO gap: 0.3882 Eh
LUMO level: 1.0 eV
SMILES: C[C@H]1CN=CO1
energy above the lowest of the compared OMol25 structures with the same formula, charge and spin: 22.3 kcal per mole